1.
{"formula": "C33H28Br2N2O2PPd", "method": "ωB97M-V/def2-TZVPD", "e_tot_ha": -7150.534377, "e_above_lowest_kj_mol": 55.1, "spin_multiplicity": 5, "total_charge": 3, "lumo_energy_ev": [-9.819, -13.759], "fmax_ev_per_a": 0.620, "homo_lumo_gap_ev": [5.8, 2.6], "elements": ["Pd", "Br", "C", "C", "C", "Br", "C", "C", "C", "C", "N", "C", "C", "O", "H", "H", "H", "H", "C", "C", "C", "C", "C", "O", "C", "N", "C", "C", "C", "C", "C", "C", "P", "C", "C", "C", "C", "C", "C", "C", "C", "C", "C", "C", "C", "H", "H", "H", "H", "H", "H", "H", "H", "H", "H", "H", "H", "H", "H", "H", "H", "H", "H", "H", "H", "H", "H", "H", "H"], "coordinates": [[0.7868, -0.5456, 0.4600], [4.9284, -1.3279, -2.6588], [3.3311, -2.1758, -2.6516], [3.1296, -3.2897, -3.5206], [1.8952, -3.9715, -3.5610], [1.7607, -5.3779, -4.7232], [0.8105, -3.5568, -2.7226], [-0.4701, -4.1568, -2.7302], [-1.4418, -3.6617, -1.9033], [-1.1408, -2.5902, -1.0488], [0.0557, -2.0236, -1.0091], [1.0157, -2.4761, -1.8376], [2.2798, -1.7312, -1.7750], [2.4050, -0.7595, -1.0162], [3.9362, -3.6158, -4.1666], [-0.6803, -4.9901, -3.3871], [-2.4346, -4.0887, -1.8929], [-1.8911, -2.1845, -0.3804], [2.0229, -2.8949, 2.1115], [1.0741, -2.4154, 3.2043], [-0.3787, -2.7639, 2.9014], [1.2774, -0.9238, 3.5035], [0.6397, -0.4652, 4.8179], [-0.1788, 0.6649, 4.4328], [-0.1188, 0.8262, 3.1296], [0.6460, -0.0177, 2.4950], [-0.9102, 1.9724, 2.6251], [-1.4803, 2.7924, 3.6048], [-2.2193, 3.9123, 3.2642], [-2.4089, 4.2355, 1.9323], [-1.8557, 3.4301, 0.9474], [-1.1142, 2.2989, 1.2696], [-0.4306, 1.4125, -0.1558], [-1.7603, 1.0307, -1.3018], [-1.4299, 0.7370, -2.6300], [-2.4182, 0.3441, -3.5181], [-3.7335, 0.2182, -3.0840], [-4.0611, 0.4813, -1.7606], [-3.0789, 0.8868, -0.8663], [0.6794, 2.6142, -0.9096], [1.9471, 2.7632, -0.3618], [2.8155, 3.7160, -0.8715], [2.4111, 4.5275, -1.9164], [1.1501, 4.3813, -2.4648], [0.2757, 3.4313, -1.9561], [1.8037, -3.9158, 1.8015], [3.0649, -2.8402, 2.4279], [1.9539, -2.2501, 1.2108], [1.3591, -2.9386, 4.1231], [-0.7161, -2.3155, 1.9568], [-1.0613, -2.4208, 3.6793], [-0.5014, -3.8427, 2.8173], [2.3487, -0.7039, 3.5049], [1.3556, -0.1117, 5.5562], [-0.0220, -1.2029, 5.2704], [-1.3408, 2.5544, 4.6470], [-2.6432, 4.5284, 4.0446], [-2.9835, 5.1079, 1.6539], [-2.0200, 3.6862, -0.0930], [-0.4062, 0.8385, -2.9760], [-2.1688, 0.1483, -4.5527], [-4.5057, -0.0762, -3.7819], [-5.0845, 0.3817, -1.4254], [-3.3468, 1.0996, 0.1599], [2.2586, 2.1320, 0.4668], [3.8066, 3.8382, -0.4565], [3.0819, 5.2856, -2.2965], [0.8465, 5.0232, -3.2804], [-0.7168, 3.3220, -2.3754]], "mulliken_spin": [1.32, 0.42, 0.29, 0.19, 0.27, 0.22, -0.01, 0.05, 0.00, 0.03, 0.08, 0.16, 0.13, 0.31, -0.01, 0.00, 0.00, 0.00, 0.03, 0.01, 0.01, 0.00, 0.00, 0.02, 0.02, 0.08, 0.00, 0.01, 0.00, 0.01, 0.00, -0.01, 0.27, 0.02, 0.02, -0.01, 0.03, -0.01, 0.03, 0.00, 0.02, 0.00, 0.01, 0.00, 0.01, 0.00, 0.00, -0.01, 0.01, -0.01, 0.00, 0.00, 0.00, 0.00, 0.00, 0.00, 0.00, 0.00, 0.00, 0.00, 0.00, 0.00, 0.00, 0.00, 0.00, 0.00, 0.00, 0.00, 0.00]}

=====

2.
{"formula": "C33H28BrIrN7O4S2", "method": "ωB97M-V/def2-TZVPD", "e_tot_ha": -5433.227673, "e_above_lowest_kj_mol": 189.6, "total_charge": 1, "lumo_energy_ev": -2.356, "fmax_ev_per_a": 1.365, "homo_lumo_gap_ev": 7.7, "elements": ["Ir", "C", "N", "C", "C", "N", "C", "C", "C", "C", "C", "C", "N", "C", "N", "C", "C", "C", "C", "C", "C", "N", "H", "H", "H", "H", "H", "H", "H", "H", "H", "H", "H", "H", "H", "H", "H", "O", "C", "C", "C", "C", "C", "C", "C", "O", "N", "N", "C", "S", "C", "C", "S", "H", "H", "H", "H", "H", "H", "H", "H", "H", "Br", "C", "C", "C", "C", "C", "C", "C", "O", "O", "H", "H", "H", "H"], "coordinates": [[0.0417, -0.2592, -0.2467], [1.3595, -1.7434, 2.1556], [1.6429, -0.5661, 1.3118], [1.9460, 0.6742, 2.0701], [0.8765, 1.6764, 1.8201], [-0.1528, 1.3357, 1.0968], [-1.0107, 2.4451, 1.0827], [-2.2712, 2.6323, 0.5214], [-2.8668, 3.8623, 0.7076], [-2.2409, 4.8833, 1.4380], [-1.0043, 4.7003, 2.0216], [-0.4124, 3.4588, 1.8318], [0.7938, 2.9318, 2.2894], [-0.0823, -2.1209, 1.9961], [-0.8947, -1.4889, 1.1802], [-2.0952, -2.1926, 1.1941], [-3.2651, -1.9741, 0.4756], [-4.3005, -2.8598, 0.6900], [-4.1777, -3.9275, 1.5955], [-3.0209, -4.1431, 2.3183], [-1.9826, -3.2460, 2.0971], [-0.6878, -3.1657, 2.5962], [1.5585, -1.5191, 3.2059], [2.0003, -2.5823, 1.8785], [2.3844, -0.7162, 0.6281], [2.9137, 1.0689, 1.7613], [2.0039, 0.4591, 3.1385], [-2.7539, 1.8499, -0.0438], [-3.8397, 4.0476, 0.2745], [-2.7415, 5.8350, 1.5489], [-0.5254, 5.4822, 2.5943], [1.4775, 3.4014, 2.8581], [-3.3454, -1.1529, -0.2248], [-5.2293, -2.7313, 0.1520], [-5.0138, -4.5999, 1.7292], [-2.9324, -4.9676, 3.0121], [-0.2613, -3.7904, 3.2588], [-1.6596, 3.0738, -2.7230], [-2.2291, 2.2761, -3.6533], [-2.8840, 2.9222, -4.7023], [-3.4959, 2.1917, -5.6975], [-3.4638, 0.7971, -5.6790], [-2.8055, 0.1558, -4.6547], [-2.1821, 0.8758, -3.6260], [-1.4797, 0.1256, -2.5763], [-1.0533, 0.8099, -1.5247], [-1.3023, -1.1541, -2.6741], [-0.5150, -1.6498, -1.6205], [-0.4261, -2.9267, -1.6207], [-1.3287, -3.8959, -2.7562], [-0.9568, -5.4541, -1.9053], [0.4590, -5.3854, -1.3679], [0.6712, -3.7731, -0.5667], [-1.2336, 2.5128, -2.0532], [-2.8876, 4.0033, -4.7100], [-4.0026, 2.7098, -6.5012], [-3.9443, 0.2256, -6.4603], [-2.7542, -0.9237, -4.6227], [-1.0622, -6.2555, -2.6350], [-1.6761, -5.6015, -1.0993], [1.1971, -5.4811, -2.1626], [0.6386, -6.1482, -0.6115], [4.3691, 1.2782, -0.4362], [4.2512, 1.2208, -2.3449], [5.2288, 1.9541, -2.9982], [5.2954, 1.9313, -4.3824], [4.4058, 1.1494, -5.1021], [3.4463, 0.4127, -4.4311], [3.3311, 0.4494, -3.0417], [2.1807, -0.3420, -2.4663], [1.7605, -1.3183, -3.0460], [1.7418, 0.1508, -1.3338], [5.9410, 2.5295, -2.4244], [6.0508, 2.5164, -4.8890], [4.4599, 1.1109, -6.1814], [2.7453, -0.2101, -4.9694]], "mulliken_charge": [0.65, -0.94, -0.46, -0.88, 0.29, 0.28, 0.19, -0.30, -0.88, -0.52, -1.03, 0.63, -0.07, -0.28, -0.05, 0.50, -0.36, -0.86, -0.54, -1.12, 0.62, 0.01, 0.53, 0.51, 0.28, 0.20, 0.47, 0.44, 0.44, 0.40, 0.43, 0.23, 0.36, 0.46, 0.42, 0.47, 0.22, -0.73, 0.59, -0.72, -0.36, -0.83, -0.70, 0.14, 1.03, -0.59, -0.83, 1.61, -0.05, -0.01, -0.63, -0.66, -0.13, 0.23, 0.48, 0.40, 0.43, 0.48, 0.44, 0.27, 0.33, 0.45, -0.15, 0.50, -0.72, -0.42, -0.76, -0.52, 0.23, 0.63, -0.60, -0.27, 0.41, 0.39, 0.39, 0.46]}

=====

3.
{"formula": "C33H28BrO4P", "method": "ωB97M-V/def2-TZVPD", "e_tot_ha": -4490.673711, "smiles": "O=C1c2ccccc2C(=O)c2ccccc21.O=C1c2ccccc2C(=O)c2ccccc21.CCP[C@@H](Br)CC", "total_charge": 0, "lumo_energy_ev": -1.022, "fmax_ev_per_a": 0.358, "homo_lumo_gap_ev": 7.7, "elements": ["C", "C", "P", "C", "Br", "C", "C", "H", "H", "H", "H", "H", "H", "H", "H", "H", "H", "H", "H", "C", "C", "C", "C", "C", "C", "C", "O", "C", "C", "C", "C", "C", "C", "C", "O", "H", "H", "H", "H", "H", "H", "H", "H", "C", "C", "C", "C", "C", "C", "C", "O", "C", "C", "C", "C", "C", "C", "C", "O", "H", "H", "H", "H", "H", "H", "H", "H"], "coordinates": [[8.1510, 0.1034, 0.7258], [7.1914, 0.9241, -0.1394], [5.4989, 1.3362, 0.4439], [4.5510, -0.2336, 0.3774], [5.2601, -1.7136, 1.5022], [3.0441, -0.0883, 0.6689], [2.5415, 1.2977, 1.0517], [7.9349, 0.2312, 1.7828], [9.1752, 0.4342, 0.5602], [8.0949, -0.9538, 0.5018], [7.0990, 0.4978, -1.1381], [7.6301, 1.9118, -0.2885], [5.7572, 1.3923, 1.8240], [4.6903, -0.6233, -0.6264], [2.7777, -0.7796, 1.4628], [2.4987, -0.4242, -0.2127], [1.5159, 1.2068, 1.4084], [3.1198, 1.7456, 1.8572], [2.5233, 1.9615, 0.1920], [-0.3178, -0.5154, 6.1844], [-1.3054, -1.1486, 6.9310], [-2.5678, -1.3373, 6.3973], [-2.8512, -0.8891, 5.1141], [-1.8624, -0.2450, 4.3678], [-0.5952, -0.0638, 4.9065], [-2.1437, 0.2674, 2.9958], [-1.2825, 0.8170, 2.3421], [-3.5186, 0.0752, 2.4513], [-3.8122, 0.5578, 1.1830], [-5.0731, 0.3716, 0.6462], [-6.0491, -0.2972, 1.3770], [-5.7643, -0.7781, 2.6429], [-4.4996, -0.5942, 3.1856], [-4.2157, -1.1195, 4.5533], [-5.0603, -1.7156, 5.1852], [0.6700, -0.3744, 6.6024], [-1.0870, -1.4966, 7.9319], [-3.3443, -1.8333, 6.9628], [0.1611, 0.4323, 4.3142], [-3.0404, 1.0705, 0.6269], [-5.2961, 0.7420, -0.3456], [-7.0337, -0.4458, 0.9541], [-6.5119, -1.3021, 3.2218], [-0.3125, 2.3245, -1.3643], [0.8531, 2.5178, -2.0983], [1.0379, 1.8601, -3.3014], [0.0531, 1.0033, -3.7780], [-1.1164, 0.8075, -3.0400], [-1.2944, 1.4726, -1.8347], [-2.1852, -0.1192, -3.5137], [-3.2079, -0.2736, -2.8809], [-1.9497, -0.8500, -4.7931], [-2.9088, -1.7498, -5.2392], [-2.7152, -2.4317, -6.4271], [-1.5647, -2.2153, -7.1776], [-0.6051, -1.3212, -6.7376], [-0.7911, -0.6378, -5.5432], [0.2662, 0.3103, -5.0822], [1.2629, 0.5077, -5.7425], [-0.4492, 2.8346, -0.4197], [1.6217, 3.1798, -1.7212], [1.9401, 1.9981, -3.8809], [-2.2047, 1.3076, -1.2760], [-3.7992, -1.9043, -4.6461], [-3.4619, -3.1347, -6.7718], [-1.4177, -2.7475, -8.1080], [0.2952, -1.1428, -7.3087]], "nbo_charge": [-0.61, -0.71, 0.58, -0.52, -0.05, -0.43, -0.62, 0.21, 0.21, 0.22, 0.23, 0.23, -0.04, 0.23, 0.22, 0.21, 0.23, 0.21, 0.21, -0.19, -0.19, -0.17, -0.13, -0.06, -0.18, 0.52, -0.54, -0.06, -0.17, -0.19, -0.19, -0.15, -0.15, 0.55, -0.52, 0.22, 0.22, 0.24, 0.24, 0.23, 0.23, 0.22, 0.24, -0.18, -0.20, -0.16, -0.14, -0.06, -0.19, 0.52, -0.53, -0.06, -0.18, -0.19, -0.19, -0.15, -0.16, 0.55, -0.52, 0.23, 0.22, 0.24, 0.23, 0.24, 0.22, 0.22, 0.24]}